Entry 1:
19
Properties=species:S:1:pos:R:3:forces:R:3:nbo_charge:R:1 method="wB97M-V/def2-TZVPD" max_force_ev_per_a=2.71 gap_ev=4.03 mol_weight_da=104.2 energy_ha=-344.080968 total_charge=0 lumo_ev=-4.3
C -1.054147 -0.791115 -1.015175 0.64 -0.25 -1.58 -0.578
O 1.662111 -1.413634 -1.044436 -0.65 -0.07 0.07 -1.030
C -1.228465 -0.110772 0.341858 -0.78 0.21 2.29 -0.134
C 0.075970 -0.230079 1.178970 -0.50 0.64 -0.83 -0.421
C 0.940035 0.979156 0.930110 1.04 2.24 0.26 -0.243
N 1.423087 1.161595 -0.448261 -0.91 0.47 1.59 -0.702
N -1.607113 1.277604 0.178312 0.33 -2.62 0.61 -0.273
H -0.821967 -1.858350 -0.912897 -0.46 0.10 0.53 0.266
H -0.139054 -0.432806 -1.507333 -0.40 0.32 0.17 0.275
H -1.937325 -0.604392 -1.606944 -0.21 -0.21 -0.51 0.205
H -2.020221 -0.745071 0.875946 0.57 1.00 -0.73 0.212
H 0.629045 -1.105862 0.931006 0.25 -0.80 -0.47 0.271
H -0.200727 -0.267740 2.220118 -0.25 0.23 0.43 0.221
H 1.845735 0.961955 1.549267 -0.41 -0.03 0.25 0.208
H 0.337725 1.892744 1.160678 0.87 -0.64 0.21 0.199
H 0.682545 1.571197 -0.971192 -0.50 0.61 -0.73 0.345
H 1.622193 0.244399 -0.805147 0.95 -1.32 -0.92 0.409
H 2.394480 -1.828101 -1.500934 0.34 -0.12 -0.10 0.438
H -2.603907 1.299271 0.446052 0.08 0.24 -0.53 0.332

=====

Entry 2:
19
Properties=species:S:1:pos:R:3:forces:R:3:nbo_charge:R:1 method="wB97M-V/def2-TZVPD" max_force_ev_per_a=0.62 gap_ev=10.61 mol_weight_da=100.2 energy_ha=-311.008858 smiles="CCC=O.C=CC" total_charge=0 lumo_ev=1.1
C -2.295019 0.268527 -0.224294 -0.02 0.10 -0.03 -0.610
C -1.611723 -1.093977 -0.101528 0.04 -0.04 0.04 -0.520
C -0.481921 -1.288021 -1.094258 0.21 -0.24 0.11 0.460
O 0.497250 -1.971872 -0.906919 -0.56 0.27 -0.06 -0.530
H -3.258628 0.279309 0.294784 0.17 -0.03 -0.07 0.217
H -2.483453 0.518267 -1.274516 -0.02 -0.04 0.11 0.205
H -1.677672 1.066916 0.200656 -0.07 -0.18 -0.10 0.217
H -1.216553 -1.262214 0.904680 -0.02 -0.02 -0.15 0.233
H -2.343864 -1.894939 -0.290928 0.18 0.11 -0.07 0.232
H -0.606244 -0.760090 -2.068906 -0.02 -0.04 0.14 0.099
C 0.787254 1.052495 1.398333 0.11 -0.12 -0.08 -0.438
C 1.694522 0.282158 0.801161 -0.15 0.12 0.14 -0.153
C 2.429897 0.634707 -0.456044 -0.02 0.07 -0.06 -0.658
H 0.502379 2.025196 0.997947 0.13 -0.14 0.01 0.187
H 0.280102 0.740713 2.307846 0.12 0.01 -0.10 0.199
H 1.932235 -0.692650 1.225967 -0.06 0.15 0.02 0.203
H 2.371284 -0.186200 -1.180201 0.01 0.14 0.13 0.232
H 3.492251 0.811256 -0.247586 -0.15 -0.03 -0.04 0.220
H 2.011339 1.538597 -0.910330 0.11 -0.08 0.04 0.205

=====

Entry 3:
27
Properties=species:S:1:pos:R:3:forces:R:3:nbo_charge:R:1 method="wB97M-V/def2-TZVPD" max_force_ev_per_a=4.87 gap_ev=9.17 mol_weight_da=174.2 energy_ha=-536.980232 smiles=Cc1c[nH]cn1.Cc1ccccc1 total_charge=0 lumo_ev=0.8
C -1.665571 1.128806 -2.566860 0.50 1.31 -0.65 -0.665
C -0.737958 0.007593 -2.282301 -0.21 -3.36 0.36 0.065
C 0.588859 -0.128342 -2.528627 2.32 4.10 -1.21 -0.074
N 1.059722 -1.366713 -2.338617 -3.00 -2.19 1.76 -0.555
C -0.071846 -2.071730 -1.882692 -0.73 0.54 0.50 0.147
N -1.219190 -1.363659 -1.916871 3.41 1.50 0.21 -0.443
H -1.878631 1.927560 -1.853072 1.35 0.08 0.74 0.227
H -2.667044 0.751648 -2.472803 -0.64 -0.63 -1.48 0.248
H -1.296668 1.690355 -3.505857 -1.35 -1.12 1.11 0.224
H 1.354337 0.696997 -2.764466 -1.53 -1.34 0.10 0.207
H 1.899326 -1.864334 -2.550122 0.52 0.59 -0.04 0.425
H 0.112998 -2.978081 -1.250376 -0.60 0.52 -1.36 0.196
C -1.296440 1.103416 3.672830 -0.43 -1.04 -1.29 -0.633
C -0.476780 0.692228 2.402975 0.54 0.73 2.22 0.012
C -0.214452 -0.668726 2.137959 0.30 2.17 0.60 -0.209
C 0.958008 -0.969991 1.452101 -1.82 0.12 -0.46 -0.224
C 1.710839 0.028837 0.917879 2.00 1.19 -0.34 -0.219
C 1.374120 1.447470 1.064671 2.28 -2.02 -1.52 -0.199
C 0.339983 1.775890 1.856380 -2.23 -1.70 -0.13 -0.238
H -2.081976 0.328193 3.888405 0.45 1.11 -0.15 0.215
H -1.639135 2.128960 3.588119 -0.83 -0.03 -0.36 0.211
H -0.675701 1.204548 4.552927 0.62 -0.59 0.12 0.217
H -0.733499 -1.527523 2.551904 -0.49 0.55 0.20 0.213
H 0.993609 -2.026548 1.269661 1.28 -0.34 -0.27 0.211
H 2.695608 -0.304874 0.499532 -1.05 0.78 -0.13 0.208
H 1.983579 2.208981 0.504980 -0.64 -0.88 0.79 0.216
H -0.003096 2.804014 1.863687 0.00 -0.04 0.65 0.216